# 1
C5H8N3O2 | wB97M-V/def2-TZVPD

```
! RIJCOSX wB97M-V def2-TZVPD def2/J DEFGRID3
* xyz 1 1
C -1.979 -1.299 -0.321
C -2.554 0.897 -0.005
C 1.510 1.527 -0.949
C -0.561 -0.861 -0.692
C -0.159 0.442 -0.022
N -2.870 -0.425 -0.058
N -1.167 1.290 0.204
N 0.710 0.076 1.182
O -3.396 1.739 -0.051
O 2.446 1.403 -0.245
H -2.085 -2.287 -0.380
H 1.426 2.079 -1.779
H 0.247 -1.523 -0.505
H -0.360 -0.658 -1.821
H -1.227 2.205 0.640
H 1.073 -0.897 1.050
H 0.247 0.111 2.088
H 1.442 0.797 1.500
*
```

## Properties
Energy (a.u.): -509.689482
Energy relative to the best compared isomer or geometry (same formula, charge and spin) (kJ/mol): 373.0
E_HOMO (eV): -13.015
Gap between HOMO and LUMO (eV): 8.75
F_max (hartree/bohr): 0.1348

Atom charges from the Löwdin analysis, given in e for atoms 1 to 6: number 1, C, carries -0.015; number 2, C, carries -0.497; number 3, C, carries 0.042; number 4, C, carries -0.074; number 5, C, carries -0.332; number 6, N, carries 0.187

---

# 2
C6H39F9O19PS | wB97M-V/def2-TZVPD

```
! RIJCOSX wB97M-V def2-TZVPD def2/J DEFGRID3
* xyz 1 1
O 0.774 -2.925 1.293
S -0.006 -1.898 0.674
O -0.502 -0.863 1.530
P 1.336 -0.938 -0.733
C 2.574 -0.024 0.205
C 3.729 -0.866 0.722
O 3.392 -1.654 1.858
C -1.355 -2.813 -0.252
F -0.722 -3.248 -1.364
F -1.712 -3.843 0.477
C -2.592 -1.996 -0.716
F -3.422 -2.916 -1.272
F -2.206 -1.147 -1.677
C -3.386 -1.242 0.391
F -2.891 0.003 0.477
F -3.242 -1.874 1.562
C -4.919 -1.117 0.091
F -5.558 -2.229 0.395
F -5.371 -0.123 0.859
F -5.128 -0.794 -1.182
H 0.640 -0.044 -1.577
H 1.930 -1.921 -1.534
H 2.074 0.550 0.989
H 2.978 0.699 -0.516
H 4.475 -0.148 1.053
H 4.185 -1.486 -0.048
H 3.254 -2.565 1.577
O -0.821 1.591 -1.939
H -1.084 2.344 -1.399
H -1.615 1.042 -1.922
O 0.573 2.265 0.755
H 0.293 2.967 1.354
H -0.138 1.618 0.832
O 0.553 2.665 3.711
H 0.016 2.030 4.196
H 1.208 2.972 4.351
O -4.684 -3.794 -3.909
H -5.262 -4.478 -3.559
H -4.137 -3.522 -3.167
O -3.727 1.773 -1.922
H -4.085 1.160 -2.575
H -4.311 1.687 -1.157
O -4.473 4.638 -3.356
H -3.927 3.981 -2.908
H -4.603 5.332 -2.703
O 0.592 5.404 4.804
H 0.179 4.757 4.220
H 0.135 5.304 5.645
O -5.473 2.852 0.449
H -6.201 2.229 0.546
H -5.678 3.529 1.100
O 5.474 -3.401 -0.357
H 5.425 -4.359 -0.480
H 6.183 -3.274 0.282
O 5.385 0.406 -1.281
H 5.940 -0.215 -1.768
H 5.605 1.269 -1.655
O -1.426 -3.867 3.564
H -0.847 -4.502 3.130
H -1.171 -3.016 3.197
O -8.307 3.154 1.390
H -8.635 3.879 1.932
H -9.044 2.536 1.350
O 6.663 0.101 -4.016
H 5.944 0.143 -4.654
H 7.380 -0.336 -4.489
O 4.918 3.186 -0.800
H 4.077 3.625 -0.960
H 5.392 3.780 -0.209
O 5.331 -5.445 -2.283
H 5.244 -4.611 -2.756
H 5.340 -6.129 -2.959
O 4.440 1.500 2.655
H 3.919 0.861 3.156
H 5.112 1.790 3.281
*
```

## Properties
Energy (a.u.): -3319.591444
E_HOMO (eV): -12.598
Gap between HOMO and LUMO (eV): 8.68
F_max (hartree/bohr): 0.0399

Atom charges from the Löwdin analysis, given in e for atoms 1 to 6: number 1, O, carries -0.274; number 2, S, carries 0.618; number 3, O, carries -0.273; number 4, P, carries 1.090; number 5, C, carries -0.310; number 6, C, carries -0.321

---

# 3
C5H6O | wB97M-V/def2-TZVPD

```
! RIJCOSX wB97M-V def2-TZVPD def2/J DEFGRID3
* xyz 0 1
O -1.260 1.315 -0.109
C -1.123 0.066 0.445
C -0.779 -1.168 -0.280
C 0.301 -0.529 0.576
C 1.386 0.156 -0.075
C 2.218 0.843 -0.619
H -0.393 1.518 -0.495
H -1.746 -0.078 1.333
H -0.643 -0.983 -1.342
H -1.206 -2.131 -0.028
H 0.280 -0.481 1.648
H 2.965 1.472 -1.055
*
```

## Properties
Energy (a.u.): -269.227992
Energy relative to the best compared isomer or geometry (same formula, charge and spin) (kJ/mol): 310.5
E_HOMO (eV): -9.029
Gap between HOMO and LUMO (eV): 10.06
F_max (hartree/bohr): 0.0376

Atom charges from the Löwdin analysis, given in e for atoms 1 to 6: number 1, O, carries 0.007; number 2, C, carries -0.354; number 3, C, carries -0.047; number 4, C, carries -0.226; number 5, C, carries -0.124; number 6, C, carries 0.123

---

# 4
C2H2FO2S | wB97M-V/def2-TZVPD

```
! RIJCOSX wB97M-V def2-TZVPD def2/J DEFGRID3
* xyz -1 1
C 1.544 -0.190 -0.436
C 0.391 -0.481 0.189
O -1.945 1.410 1.114
O -2.476 0.587 -1.102
F 0.572 -1.527 1.284
S -2.112 0.238 0.242
H 1.471 0.626 -1.216
H 2.554 -0.662 -0.075
*
```

## Properties
Energy (a.u.): -725.905749
Energy relative to the best compared isomer or geometry (same formula, charge and spin) (kJ/mol): 233.2
E_HOMO (eV): -3.987
Gap between HOMO and LUMO (eV): 7.82
F_max (hartree/bohr): 0.0456

Atom charges from the Löwdin analysis, given in e for atoms 1 to 6: number 1, C, carries -0.160; number 2, C, carries -0.277; number 3, O, carries -0.548; number 4, O, carries -0.532; number 5, F, carries -0.267; number 6, S, carries 0.704

---

# 5
C3H12N2O | wB97M-V/def2-TZVPD

```
! RIJCOSX wB97M-V def2-TZVPD def2/J DEFGRID3
* xyz 0 1
C -1.030 1.993 0.322
C -1.064 0.730 -0.498
N 0.337 0.118 -0.421
C 0.396 -1.214 -1.112
N 1.437 -2.208 -0.828
H -1.304 1.763 1.340
H -0.200 2.666 0.181
H -1.940 2.627 0.058
H -1.252 0.780 -1.606
H -1.831 0.046 0.012
H 1.147 0.771 -0.635
H -0.514 -1.775 -1.150
H 0.476 -0.813 -2.128
H 2.339 -1.897 -0.895
H 1.198 -2.405 0.152
H 0.441 -0.652 1.682
H 0.457 0.090 2.963
O 0.906 -0.619 2.562
*
```

## Properties
Energy (a.u.): -306.193213
Energy relative to the best compared isomer or geometry (same formula, charge and spin) (kJ/mol): 133.2
E_HOMO (eV): -8.786
Gap between HOMO and LUMO (eV): 9.68
F_max (hartree/bohr): 0.0865

Atom charges from the Löwdin analysis, given in e for atoms 1 to 6: number 1, C, carries -0.127; number 2, C, carries -0.279; number 3, N, carries -0.123; number 4, C, carries -0.325; number 5, N, carries 0.036; number 6, H, carries 0.058

---

# 6
C21H29N3O6 | wB97M-V/def2-TZVPD

```
! RIJCOSX wB97M-V def2-TZVPD def2/J DEFGRID3
* xyz 0 1
C -0.026 3.916 -0.477
C -1.176 2.941 -0.687
H -2.124 3.410 -0.401
H -1.222 2.601 -1.722
O -0.996 1.753 0.089
C -1.325 1.816 1.385
O -1.811 2.786 1.908
C -0.964 0.538 2.088
H -0.939 -0.268 1.355
H -1.691 0.335 2.874
C 0.440 0.716 2.737
N 1.125 -0.519 3.064
C 0.445 -1.267 4.103
C 0.292 -0.373 5.334
O -0.390 0.817 5.022
C 0.297 1.537 4.026
H -0.292 2.436 3.839
H 1.298 1.814 4.387
H -0.295 -0.873 6.106
H 1.292 -0.137 5.728
H 1.055 -2.135 4.363
H -0.547 -1.626 3.779
C 1.494 -1.345 1.924
C 2.345 -0.585 0.965
C 2.114 -0.284 -0.372
N 3.157 0.495 -0.757
N 4.034 0.702 0.219
C 3.554 0.066 1.268
H 4.070 0.087 2.207
H 3.328 0.862 -1.679
C 1.023 -0.612 -1.276
C 0.430 -1.874 -1.256
C -0.634 -2.156 -2.095
C -1.149 -1.171 -2.964
C -0.526 0.080 -3.007
C 0.561 0.336 -2.171
H 1.000 1.319 -2.218
O -0.858 1.139 -3.794
C -1.917 1.071 -4.725
H -1.877 2.017 -5.266
H -2.886 0.982 -4.228
H -1.790 0.241 -5.422
O -2.210 -1.460 -3.801
C -3.428 -1.800 -3.168
H -3.362 -2.757 -2.647
H -3.733 -1.023 -2.458
H -4.163 -1.871 -3.968
O -1.249 -3.374 -2.153
C -0.748 -4.423 -1.363
H -1.364 -5.289 -1.603
H 0.296 -4.646 -1.603
H -0.838 -4.203 -0.294
H 0.837 -2.633 -0.610
H 2.065 -2.191 2.324
H 0.610 -1.749 1.405
H 1.083 1.263 2.038
H -0.023 4.273 0.550
H 0.924 3.427 -0.681
H -0.140 4.764 -1.146
*
```

## Properties
Energy (a.u.): -1433.272221
Energy relative to the best compared isomer or geometry (same formula, charge and spin) (kJ/mol): 449.6
E_HOMO (eV): -8.302
Gap between HOMO and LUMO (eV): 8.86
F_max (hartree/bohr): 0.0160

Atom charges from the Löwdin analysis, given in e for atoms 1 to 6: number 1, C, carries -0.051; number 2, C, carries -0.207; number 3, H, carries 0.125; number 4, H, carries 0.105; number 5, O, carries -0.010; number 6, C, carries -0.494